C4H4N2O in the gas phase at a distorted geometry, computed with the ωB97M-V functional and the def2-TZVPD basis.

Output
Orbital gap = 12.1 eV
E_tot = -339.51444 a.u.
Structure (SMILES) = N#CCOCC#N
Multiplicity = 1
Molecular weight = 96.09 g/mol
E_HOMO = -11.6 eV
Relative energy (zero: lowest compared OMol25 entry of this formula, charge and spin) = 1.829 eV

Last column: Mulliken charge in e.
CARTESIAN COORDINATES (ANGSTROEM)
N: 2.400 -0.644 1.416  -0.365
C: 1.764 -0.364 0.494  0.316
C: 1.006 -0.023 -0.716  -0.356
O: -0.179 -0.742 -0.813  -0.370
C: -1.209 -0.398 0.076  -0.290
C: -1.380 1.021 0.479  0.231
N: -1.600 2.090 0.867  -0.354
H: 1.611 -0.355 -1.561  0.270
H: 0.777 1.048 -0.727  0.315
H: -2.051 -0.682 -0.536  0.302
H: -1.140 -0.951 1.021  0.299

7 unconnected molecules or ions with the total composition C28H77N7O7 at a distorted geometry, computed with the ωB97M-V functional and the def2-TZVPD basis.

Output
Orbital gap = 9.4 eV
E_tot = -2022.82175 a.u.
Structure (SMILES) = COC[C@H](C)N.COC[C@H](C)N.COC[C@H](C)N.COC[C@H](C)N.COC[C@H](C)N.COC[C@H](C)N.COC[C@H](C)N
Multiplicity = 1
Molecular weight = 623.97 g/mol
E_HOMO = -8.9 eV
Relative energy (zero: lowest compared OMol25 entry of this formula, charge and spin) = 1.352 eV

Last column: Mulliken charge in e.
CARTESIAN COORDINATES (ANGSTROEM)
C: 1.168 -3.707 -3.889  -0.997
O: 1.506 -2.415 -3.477  -0.070
C: 0.641 -1.409 -4.036  -1.314
C: 0.541 -0.167 -3.155  2.423
C: -0.766 0.564 -3.466  -2.011
N: 1.610 0.785 -3.503  -0.733
H: 0.120 -3.975 -3.715  0.350
H: 1.800 -4.404 -3.337  0.255
H: 1.389 -3.858 -4.955  0.350
H: 0.979 -1.149 -5.041  0.303
H: -0.369 -1.832 -3.980  0.515
H: 0.530 -0.510 -2.114  -0.744
H: -0.982 1.247 -2.643  0.414
H: -1.643 -0.071 -3.615  0.415
H: -0.672 1.151 -4.380  0.420
H: 1.647 1.542 -2.824  0.126
H: 2.527 0.371 -3.323  0.291
C: 1.172 -0.760 0.549  -1.191
O: 0.227 0.274 0.378  0.237
C: -0.803 0.257 1.358  -1.057
C: -1.874 1.235 0.920  1.254
C: -2.879 1.474 2.028  -1.663
N: -2.611 0.799 -0.292  -0.684
H: 0.790 -1.785 0.611  0.631
H: 1.760 -0.574 1.458  0.480
H: 1.795 -0.694 -0.344  -0.189
H: -1.180 -0.757 1.507  0.398
H: -0.415 0.711 2.286  0.303
H: -1.419 2.191 0.651  -0.008
H: -3.837 1.843 1.663  0.339
H: -2.527 2.179 2.782  0.396
H: -3.167 0.556 2.558  0.356
H: -3.316 0.119 -0.018  0.235
H: -1.955 0.283 -0.874  0.147
C: 3.200 -3.667 -0.032  0.099
O: 3.335 -4.199 1.254  -0.408
C: 4.394 -3.666 2.008  -0.606
C: 5.767 -4.184 1.602  0.817
C: 6.005 -5.589 2.126  -1.514
N: 6.768 -3.267 2.197  -0.743
H: 2.397 -4.232 -0.492  0.193
H: 4.153 -3.708 -0.575  0.178
H: 2.973 -2.591 -0.004  -0.181
H: 4.385 -2.565 1.914  0.234
H: 4.195 -3.879 3.058  0.350
H: 5.841 -4.189 0.508  0.012
H: 5.397 -6.294 1.553  0.325
H: 5.861 -5.669 3.201  0.334
H: 7.023 -5.938 1.914  0.405
H: 6.637 -2.363 1.750  0.251
H: 7.692 -3.571 1.906  0.283
C: -5.424 -1.072 5.178  -0.893
O: -5.483 -0.584 3.872  -0.079
C: -6.624 -0.812 3.106  -0.689
C: -6.756 -2.261 2.621  0.595
C: -5.653 -2.692 1.697  -1.351
N: -8.064 -2.494 1.967  -0.749
H: -6.110 -0.572 5.869  0.314
H: -4.403 -1.041 5.555  0.251
H: -5.654 -2.149 5.220  0.320
H: -7.547 -0.564 3.650  0.335
H: -6.554 -0.162 2.229  0.193
H: -6.794 -2.886 3.519  0.192
H: -4.654 -2.453 2.056  0.301
H: -5.738 -2.182 0.725  0.320
H: -5.786 -3.744 1.442  0.375
H: -8.772 -1.910 2.408  0.263
H: -8.003 -2.098 1.029  0.314
C: 4.212 3.142 -2.028  -0.628
O: 3.976 2.344 -0.886  -0.404
C: 2.709 2.579 -0.267  0.174
C: 2.664 3.755 0.668  0.336
C: 3.738 3.717 1.724  -1.452
N: 1.335 3.722 1.356  -0.684
H: 3.479 2.951 -2.818  0.275
H: 5.221 2.914 -2.369  0.206
H: 4.205 4.210 -1.770  0.307
H: 1.911 2.505 -1.013  0.215
H: 2.613 1.648 0.308  -0.412
H: 2.651 4.691 0.106  0.525
H: 3.873 4.640 2.278  0.383
H: 4.701 3.421 1.286  0.299
H: 3.571 2.883 2.414  0.293
H: 1.046 2.772 1.551  0.160
H: 0.651 4.186 0.774  0.323
C: -5.164 3.107 3.911  -0.337
O: -6.440 3.409 3.420  -0.358
C: -6.421 3.732 2.049  -0.491
C: -7.789 4.301 1.666  0.290
C: -7.832 4.506 0.157  -1.475
N: -8.061 5.560 2.378  -0.720
H: -4.898 2.084 3.630  -0.155
H: -5.107 3.130 5.003  0.370
H: -4.415 3.846 3.604  0.348
H: -5.640 4.481 1.853  0.342
H: -6.215 2.838 1.439  0.174
H: -8.505 3.517 1.921  0.345
H: -8.772 4.956 -0.157  0.382
H: -7.726 3.532 -0.327  0.384
H: -7.026 5.160 -0.185  0.312
H: -7.203 6.101 2.414  0.286
H: -8.258 5.296 3.339  0.330
C: 7.242 0.572 -5.577  -0.814
O: 6.811 -0.479 -4.754  -0.356
C: 5.570 -0.262 -4.165  -0.418
C: 5.286 -1.353 -3.152  0.221
C: 5.281 -2.728 -3.834  -1.341
N: 3.968 -1.106 -2.550  0.103
H: 7.681 1.422 -5.056  0.274
H: 6.397 0.963 -6.176  0.335
H: 7.855 0.125 -6.361  0.298
H: 5.495 0.692 -3.622  0.116
H: 4.746 -0.259 -4.898  0.329
H: 5.960 -1.321 -2.294  0.464
H: 5.080 -3.552 -3.145  0.276
H: 6.205 -2.948 -4.367  0.376
H: 4.437 -2.720 -4.533  0.292
H: 3.195 -1.446 -3.114  0.132
H: 3.915 -1.507 -1.627  -0.247